A molecular structure, C22H23OS2SbTl. Source: OMol25; level of theory: ωB97M-V/def2-TZVPD.

Cartesian coordinates (Å):
Tl: 1.55 0.00 -0.50
S: -1.01 1.36 1.48
Sb: -0.85 0.41 3.62
C: 1.00 -0.64 3.31
C: 2.11 0.18 3.11
C: 3.33 -0.41 2.82
C: 3.44 -1.79 2.73
C: 2.33 -2.59 2.94
C: 1.09 -2.02 3.23
C: -0.65 1.86 5.21
C: 0.49 1.76 5.98
C: 0.66 2.68 7.01
C: -0.31 3.65 7.23
C: -1.44 3.73 6.43
C: -1.63 2.82 5.40
C: -2.77 -0.61 3.67
C: -3.91 0.17 3.63
C: -5.14 -0.48 3.61
C: -5.19 -1.86 3.61
C: -4.03 -2.62 3.63
C: -2.79 -1.99 3.66
H: 2.03 1.26 3.21
H: 4.21 0.22 2.68
H: 4.40 -2.24 2.52
H: 2.42 -3.67 2.89
H: 0.24 -2.67 3.41
H: 1.23 0.98 5.83
H: 1.54 2.62 7.63
H: -0.19 4.34 8.05
H: -2.19 4.50 6.60
H: -2.52 2.88 4.78
H: -3.87 1.26 3.63
H: -6.04 0.11 3.59
H: -6.15 -2.36 3.58
H: -4.07 -3.70 3.64
H: -1.89 -2.59 3.70
O: -0.11 -0.04 -2.64
S: -0.47 -0.16 -4.09
C: -1.78 1.06 -4.51
C: -2.97 0.22 -4.98
C: -2.45 -1.15 -5.44
C: -1.52 -1.65 -4.35
H: -1.39 1.70 -5.30
H: -1.97 1.66 -3.62
H: -3.48 0.74 -5.80
H: -3.68 0.08 -4.17
H: -1.91 -1.07 -6.39
H: -3.27 -1.85 -5.60
H: -0.91 -2.51 -4.61
H: -2.03 -1.82 -3.40

## Properties
HOMO level (alpha / beta)   -16.527 / -16.527 eV
2S+1   1
Energy   -2135.3533 Ha
Frontier orbital gap (alpha / beta)   3.3 / 5.2 eV
Net charge   +3